Entry 1:
{"formula": "C3H6P2", "method": "wB97M-V/def2-TZVPD", "spin_multiplicity": 1, "charge": 0, "largest_force_ev_per_a": 4.6, "e_tot_ev": -21782.7898, "relative_energy_kcal_mol": 38.0, "e_lumo_ev": -0.84, "elements": ["C", "C", "H", "H", "H", "P", "H", "C", "H", "H", "P"], "xyz": [[0.46, 0.10, -0.11], [-0.17, -0.40, 0.92], [-0.19, 0.39, -0.96], [2.37, 0.43, -1.14], [2.15, -0.95, -0.19], [-2.63, 0.74, -0.79], [-4.07, 0.32, -0.96], [1.91, 0.09, -0.17], [2.43, 0.53, 0.68], [0.13, -0.89, 1.83], [-2.38, -0.35, 0.89]], "mulliken_charge": [0.2472, -0.4947, 0.0759, 0.2839, 0.3151, -0.0835, 0.0699, -1.1411, 0.2998, 0.3634, 0.0640]}

***

Entry 2:
{"formula": "C19H36I2InNOP2", "method": "wB97M-V/def2-TZVPD", "spin_multiplicity": 1, "charge": 2, "largest_force_ev_per_a": 3.3, "e_tot_ev": -63762.3461, "relative_energy_kcal_mol": 14.1, "e_lumo_ev": -9.04, "elements": ["C", "C", "C", "H", "P", "H", "H", "H", "H", "C", "H", "H", "C", "H", "O", "H", "H", "C", "H", "H", "C", "C", "C", "H", "H", "H", "H", "H", "C", "H", "I", "H", "H", "H", "C", "I", "H", "C", "C", "P", "H", "H", "H", "H", "C", "H", "C", "In", "H", "H", "H", "N", "C", "H", "C", "C", "H", "H", "C", "H", "H", "H"], "xyz": [[-0.24, 2.10, 1.23], [3.21, -0.38, 4.36], [0.78, -0.15, 1.41], [2.74, 1.51, -1.06], [1.29, 0.93, -2.92], [-4.32, -0.91, -2.64], [1.60, 1.23, 2.88], [4.24, -0.69, 4.17], [-1.25, 2.96, 2.94], [2.24, -2.12, 2.83], [-2.92, -3.33, -1.52], [2.82, -2.88, 3.37], [-3.34, -0.57, 1.06], [0.70, -4.10, 0.54], [0.46, -3.38, -2.49], [-1.51, 3.74, 0.69], [1.74, 2.89, -1.54], [-0.92, 1.98, 2.60], [1.96, 2.42, 1.18], [2.33, -4.33, 1.21], [0.02, -2.33, -2.42], [1.04, 3.00, 1.34], [2.33, 2.06, -1.93], [2.88, -0.85, -2.62], [2.09, -0.96, -4.22], [-0.27, 1.56, 3.37], [0.92, -4.54, 2.24], [-0.85, 2.91, -0.75], [0.68, -1.53, 1.09], [-3.48, 0.51, 1.16], [-1.49, -0.90, -4.65], [3.20, 0.71, 4.51], [-3.95, -3.21, -0.04], [1.05, 3.77, 0.56], [1.41, -2.49, 1.78], [-3.21, 1.35, -4.33], [-4.34, 0.57, -1.72], [0.73, 1.91, -4.34], [2.53, -0.27, -3.49], [-2.95, -1.06, -0.65], [1.11, 3.46, 2.34], [3.15, 2.45, -2.56], [2.92, -0.86, 5.31], [-2.17, -3.22, 0.10], [-4.40, -0.52, -1.61], [-2.51, -0.85, 1.73], [-3.02, -2.88, -0.52], [-0.70, 0.03, -1.55], [-0.05, 2.61, -4.00], [-1.79, 1.33, 2.51], [1.55, 2.46, -4.82], [0.12, 0.78, 0.64], [1.57, 0.18, 2.55], [-4.26, -1.09, 1.39], [-1.25, 2.76, 0.27], [2.31, -0.78, 3.23], [-2.17, 2.15, 0.20], [0.04, -1.91, 0.29], [1.33, -3.94, 1.42], [0.23, 1.25, -5.06], [-5.36, -0.80, -1.15], [3.40, 0.25, -3.92]], "mulliken_charge": [1.6675, -1.6860, 1.1929, 0.2884, 0.7455, 0.3441, 0.3064, 0.3674, 0.4932, -0.8104, 0.3502, 0.4406, -1.2500, 0.2150, -0.0934, 0.6063, 0.2310, -1.5398, 0.3422, 0.4092, 0.0172, -1.7528, -1.0915, 0.3742, 0.3436, 0.4182, 0.3819, 0.2952, 0.0124, 0.3103, 0.0750, 0.3529, 0.4606, 0.3845, 0.5602, 0.0460, 0.2462, -1.0416, -1.2021, 0.8475, 0.4065, 0.5774, 0.3460, 0.2908, -1.0562, 0.2466, -1.1546, 1.1571, 0.3174, 0.2183, 0.4266, 0.0301, -0.7151, 0.6199, -1.7724, 0.3728, 0.1295, -0.4957, -1.7580, 0.2643, 0.4367, 0.4537]}

***

Entry 3:
{"formula": "C2H3CsFO2", "method": "wB97M-V/def2-TZVPD", "spin_multiplicity": 1, "charge": 1, "largest_force_ev_per_a": 5.6, "e_tot_ev": -9475.8356, "relative_energy_kcal_mol": 16.7, "e_lumo_ev": -3.81, "elements": ["O", "H", "O", "C", "F", "H", "C", "Cs", "H"], "xyz": [[4.40, -0.60, 0.38], [4.65, -2.52, -0.29], [0.04, -1.52, 0.06], [4.65, -1.43, -0.43], [5.80, -1.09, -1.09], [0.99, -1.79, -1.72], [0.81, -2.12, -0.68], [-2.66, 0.96, 0.51], [1.15, -3.15, -0.42]], "mulliken_charge": [-0.3415, 0.2731, -0.4181, 0.2828, -0.2127, 0.2374, -0.0597, 0.9978, 0.2408]}

***

Entry 4:
{"formula": "C5H3NO4", "method": "wB97M-V/def2-TZVPD", "smiles": "O=Cc1ccc([N+](=O)[O-])o1", "spin_multiplicity": 1, "charge": 0, "largest_force_ev_per_a": 3.6, "e_tot_ev": -14908.8034, "relative_energy_kcal_mol": 45.4, "e_lumo_ev": -1.37, "elements": ["C", "O", "C", "H", "O", "H", "O", "O", "H", "C", "C", "C", "N"], "xyz": [[2.46, -0.63, 0.13], [0.00, -0.93, -0.03], [-0.78, 1.21, -0.12], [-1.43, 2.11, 0.00], [-2.31, -2.10, -0.14], [1.31, 2.11, -0.22], [-3.42, -0.26, 0.17], [2.67, -1.84, -0.07], [3.26, 0.16, 0.55], [-1.10, -0.11, -0.14], [0.64, 1.21, -0.10], [1.06, -0.07, -0.05], [-2.35, -0.86, 0.01]], "mulliken_charge": [-0.0359, -0.2196, -0.3992, 0.4192, -0.5027, 0.3491, -0.5472, -0.4471, 0.2149, 0.1496, -0.3380, 0.4379, 0.9190]}

***

Entry 5:
{"formula": "C27H52P2RuSi", "method": "wB97M-V/def2-TZVPD", "spin_multiplicity": 6, "charge": 1, "largest_force_ev_per_a": 6.2, "e_tot_ev": -57867.3231, "relative_energy_kcal_mol": 61.5, "e_lumo_ev": [-2.68, -5.89], "elements": ["C", "C", "H", "C", "H", "H", "H", "C", "H", "C", "C", "P", "H", "H", "C", "H", "H", "H", "H", "C", "C", "H", "H", "C", "H", "H", "H", "C", "H", "H", "H", "C", "H", "H", "H", "H", "H", "C", "H", "H", "C", "H", "C", "C", "Ru", "H", "H", "H", "H", "H", "H", "C", "C", "Si", "H", "H", "C", "C", "C", "H", "H", "H", "H", "H", "C", "C", "P", "C", "C", "H", "H", "H", "H", "H", "H", "C", "H", "H", "H", "H", "H", "C", "H"], "xyz": [[0.98, -4.59, -2.36], [1.11, -2.14, 1.60], [-3.19, 2.44, -2.78], [-2.54, 1.85, -2.10], [3.95, -1.23, 2.95], [1.90, -2.49, 2.28], [0.81, -3.74, -5.28], [0.96, 1.48, 3.22], [4.28, 0.22, 3.90], [-0.24, -2.08, 2.36], [-0.45, -4.30, -1.81], [-1.33, -0.58, 2.14], [1.25, 2.47, 3.59], [-2.83, -2.44, 1.61], [3.48, -0.38, 3.45], [-1.34, -2.52, -0.89], [-4.80, 2.72, 0.70], [-1.20, -4.86, -2.40], [-0.86, -2.94, 2.03], [1.74, -2.54, -3.76], [3.40, -1.05, 0.11], [-1.33, -3.58, -4.53], [2.65, -2.03, -4.08], [-1.87, 3.39, 1.23], [-2.86, 2.89, 3.05], [1.03, 0.63, -3.39], [0.11, 1.60, 2.53], [-2.07, 2.62, -0.93], [-2.51, 0.69, 3.88], [-1.81, -1.29, -2.91], [-4.19, 1.20, 0.01], [-2.69, 2.65, 0.35], [3.14, 2.20, 0.42], [-3.12, 0.97, -1.77], [-1.16, 3.47, 3.27], [-1.34, -0.42, 4.62], [4.49, 1.89, 1.52], [0.47, 4.47, 1.07], [-0.49, -4.67, -0.77], [-3.92, 1.58, 1.74], [0.69, -2.76, -4.80], [-1.69, 1.48, -2.68], [1.02, 0.33, -2.34], [-3.97, 2.00, 0.72], [0.74, -1.70, -2.28], [0.41, 5.56, 0.98], [1.05, 3.14, -1.74], [0.31, 4.74, -1.95], [-2.62, -1.30, 0.24], [4.22, -1.01, 0.83], [2.88, -0.77, 4.28], [-0.88, 3.38, -0.84], [-2.09, -0.33, 3.82], [2.47, 0.76, 2.39], [0.91, -5.20, -3.27], [1.38, 4.14, 0.56], [-0.80, -2.84, -1.78], [1.82, -3.35, -2.56], [0.10, 3.66, -1.92], [3.23, 3.04, 1.97], [0.59, 4.24, 2.14], [-2.91, -1.02, 4.02], [3.32, -2.05, -0.32], [3.62, -0.32, -0.68], [-0.72, 3.80, 0.51], [-2.09, 3.59, 2.69], [1.71, -0.61, 0.75], [-2.78, -1.38, 1.32], [-0.81, -2.61, -4.36], [-0.08, -2.20, 3.44], [0.06, 0.70, -1.90], [0.64, 0.88, 4.08], [-2.45, 4.61, 2.86], [2.77, -3.36, -2.01], [-1.28, -1.89, -5.04], [-1.06, -2.07, -2.98], [-0.30, 3.30, -2.88], [1.89, 0.71, -1.79], [-3.72, -0.89, 1.58], [1.03, -2.86, 0.77], [1.50, -5.18, -1.59], [3.41, 2.08, 1.48], [0.85, -2.01, -5.59]], "lowdin_spin": [0.0453, 0.0303, -0.0026, -0.0087, 0.0005, 0.0076, 0.0053, 0.0020, 0.0033, 0.0015, 0.0465, 0.0216, 0.0010, 0.0004, 0.0205, 0.0178, 0.0213, 0.0085, 0.0002, 0.1217, 0.0222, 0.0039, 0.0233, 0.0583, -0.0001, 0.0381, 0.0004, 0.0226, 0.0002, 0.0220, 0.0021, 0.3057, 0.0005, -0.0006, 0.0000, 0.0001, 0.0000, 0.0280, 0.0009, 0.0081, 0.0362, -0.0007, 0.3555, 0.0563, 2.2860, 0.0111, 0.0161, 0.0112, 0.0002, 0.0049, 0.0003, 0.2415, 0.0046, 0.0430, 0.0065, 0.0032, 0.1527, 0.1595, 0.0459, 0.0002, 0.0016, 0.0007, 0.0016, 0.0021, 0.1859, -0.0012, 0.2568, 0.0018, 0.0339, 0.0003, 0.0315, 0.0000, 0.0002, 0.0184, 0.0011, 0.1198, 0.0003, 0.0233, 0.0001, 0.0043, 0.0025, 0.0010, 0.0006]}